A structure of composition C29H48GeMnN5O3PSeSiTe in a non-equilibrium geometry. Source: the OMol25 dataset; level of theory: wB97M-V/def2-TZVPD.

Summary:
E_LUMO (spin up / spin down) = -0.91 / -0.90 eV
HOMO energy (spin up / spin down) = -6.82 / -6.80 eV
Energy above the lowest of the compared OMol25 structures with the same formula, charge and spin = 0.0 kJ/mol
Spin multiplicity = 2
Charge = 0
Gap between HOMO and LUMO (spin up / spin down) = 0.217 / 0.217 Ha

Geometry (Å):
Mn: -1.03774 0.36583 0.53458
C: 2.78780 4.02200 2.11133
C: 1.60763 4.74087 2.27037
C: 0.38676 4.14199 2.01598
C: 0.36426 2.82025 1.59397
C: 1.52882 2.09641 1.42248
C: 2.74965 2.70227 1.69012
N: -0.88467 2.13625 1.33945
N: -1.91102 2.80861 1.62413
C: -3.07630 2.01694 1.45208
C: -4.31570 2.57220 1.72117
C: -5.41583 1.73526 1.66752
C: -5.23307 0.39143 1.35691
C: -3.95975 -0.07034 1.07455
N: -2.89890 0.73729 1.11003
H: 3.73846 4.49812 2.31493
H: 1.63937 5.77381 2.59013
H: -0.53955 4.68712 2.12376
H: 1.49884 1.06638 1.09200
H: 3.66564 2.13918 1.56729
H: -4.38209 3.62217 1.96390
H: -6.40559 2.12064 1.87233
H: -6.06663 -0.29548 1.32315
H: -3.76520 -1.10130 0.80402
C: -1.47520 -2.00505 -2.32046
C: -1.57624 -2.47420 -0.90241
C: -1.96909 -3.75536 -0.56573
C: -2.01349 -4.10077 0.79008
C: -1.64649 -3.21158 1.76963
C: -1.19483 -1.92636 1.37812
N: -1.21064 -1.60592 0.04976
N: -0.78335 -0.87683 2.10835
Si: -0.36789 -0.72880 3.77973
C: -1.20488 -1.98114 4.89350
C: -0.85690 0.97382 4.36790
C: 1.48013 -0.93472 3.95512
H: -1.90511 -2.73649 -3.00345
H: -0.42401 -1.85344 -2.57578
H: -1.97907 -1.04769 -2.44323
H: -2.23991 -4.46190 -1.33680
H: -2.34905 -5.09098 1.07571
H: -1.70474 -3.47515 2.81290
H: -2.29344 -1.96032 4.80268
H: -0.95459 -1.73832 5.93006
H: -0.86231 -3.00116 4.71326
H: -1.84866 1.25179 4.00447
H: -0.14795 1.73721 4.03942
H: -0.88490 0.99761 5.45993
H: 1.76994 -1.97509 3.78436
H: 1.83770 -0.64598 4.94642
H: 1.99426 -0.31587 3.21489
C: 1.17216 2.17594 -4.26373
C: 0.17581 1.04968 -4.10866
O: -1.08490 1.53469 -3.60572
P: -1.29017 1.90039 -2.06033
O: -0.25638 1.12377 -1.24074
Te: -1.56950 4.21267 -1.82430
O: -2.65370 1.10855 -1.68539
C: -3.93728 1.47848 -2.22016
C: -4.37292 0.47825 -3.26527
H: 2.11632 1.78426 -4.64705
H: 1.36525 2.65775 -3.30408
H: 0.79722 2.93167 -4.95320
H: 0.54590 0.27133 -3.43837
H: -0.06489 0.59511 -5.06962
H: -3.87600 2.49457 -2.61573
H: -4.62650 1.49466 -1.37282
H: -3.69746 0.49495 -4.12060
H: -5.37833 0.72311 -3.61286
H: -4.39024 -0.53288 -2.85485
C: 4.01820 -0.21852 -3.48405
Ge: 4.65114 -1.41999 -2.08927
C: 4.16196 -3.25985 -2.50186
C: 6.59030 -1.29703 -1.89403
C: 3.77726 -0.84411 -0.43120
Se: 1.86285 -1.23405 -0.44313
C: 1.95861 -2.96279 0.43045
H: 4.27503 -0.58319 -4.47883
H: 4.44885 0.77576 -3.35797
H: 2.93229 -0.13001 -3.41812
H: 4.52299 -3.51865 -3.49812
H: 3.07926 -3.38533 -2.48414
H: 4.60997 -3.95360 -1.78907
H: 7.08732 -1.56376 -2.82743
H: 6.93592 -1.98130 -1.11802
H: 6.89611 -0.28652 -1.62174
H: 3.86411 0.23987 -0.33363
H: 4.21313 -1.28751 0.46499
H: 2.58799 -3.64357 -0.13819
H: 0.94550 -3.36014 0.46960
H: 2.34236 -2.84788 1.44265

Atomic partial charges in e from the Löwdin method, atoms 1 to 4: 0.64, -0.08, -0.07, -0.02

A structure of composition C29H48MoNP3S2 in a non-equilibrium geometry. Source: the OMol25 dataset; level of theory: wB97M-V/def2-TZVPD.

Summary:
E_LUMO (spin up / spin down) = -13.15 / -14.16 eV
HOMO energy (spin up / spin down) = -18.52 / -18.52 eV
Energy above the lowest of the compared OMol25 structures with the same formula, charge and spin = 0.0 kJ/mol
Spin multiplicity = 3
Charge = +4
Gap between HOMO and LUMO (spin up / spin down) = 0.197 / 0.160 Ha

Geometry (Å):
Mo: -0.06759 0.23943 -0.47557
P: 0.30706 -0.46808 1.86629
P: 1.90648 1.59749 -0.29574
P: -1.18286 -2.26914 -0.64626
H: 3.80818 -0.79297 -6.85504
C: 2.84076 -1.26671 -7.01451
C: 1.90290 -0.46179 -7.51155
H: 2.09205 0.60132 -7.44949
C: 1.64393 -1.69221 2.22115
C: 0.75675 0.79504 3.15915
C: -1.07812 -1.16885 2.87849
C: 2.44081 2.34179 -1.87571
C: 1.88215 3.07801 0.81376
C: 3.41687 0.71275 0.25917
C: -1.48292 -3.04478 -2.29109
C: -2.87332 -2.12500 0.03062
C: -0.35484 -3.65556 0.21246
H: 2.82027 -2.35103 -7.01246
H: 1.08572 -0.81128 -8.15239
H: 1.65915 -1.86529 3.31043
H: 2.62768 -1.32689 1.90387
H: 1.45043 -2.64232 1.71155
H: 0.88428 0.27070 4.12222
H: -0.04824 1.53463 3.27853
H: 1.68868 1.32582 2.93680
H: -0.74165 -1.23512 3.92506
H: -1.40774 -2.16433 2.56816
H: -1.94095 -0.49214 2.84852
H: 3.31004 2.99387 -1.68603
H: 1.60557 2.92782 -2.27384
H: 2.70183 1.57535 -2.61886
H: 2.89593 3.24148 1.22134
H: 1.16350 2.94424 1.63353
H: 1.57545 3.94627 0.21130
H: 4.26647 1.36665 0.01423
H: 3.51927 -0.24527 -0.27385
H: 3.39727 0.52397 1.34309
H: -1.82810 -4.07495 -2.07891
H: -0.58305 -3.10817 -2.92909
H: -2.27987 -2.51705 -2.84233
H: -3.21237 -3.15886 0.18766
H: -3.48949 -1.63073 -0.73707
H: -2.89830 -1.56693 0.98085
H: -0.87035 -4.54065 -0.19398
H: -0.47020 -3.63593 1.30731
H: 0.70550 -3.66822 -0.07602
C: 1.24825 -0.44123 -3.55952
C: 2.06171 -1.48745 -3.07563
C: 3.32647 -1.70227 -3.64428
C: 3.83145 -0.72339 -4.52533
C: 3.11024 0.47242 -4.83356
C: 1.74260 0.47025 -4.52352
S: -0.31801 -0.01007 -2.91641
H: 0.19515 -1.30875 -1.24541
H: 1.75254 -2.05606 -2.19567
H: 3.94087 -2.58902 -3.39234
H: 4.80721 -0.97003 -4.99347
H: 3.57611 1.31299 -5.40943
H: 1.01025 1.15810 -4.94105
N: -1.80062 1.23199 -0.10441
S: -1.92848 2.47747 0.99938
C: -3.24716 3.56178 0.35495
C: -3.52923 4.71922 1.09976
C: -4.55921 5.58737 0.70625
C: -5.30675 5.30008 -0.43851
C: -5.03368 4.15428 -1.19145
C: -3.95036 3.32694 -0.82866
C: -2.89136 1.78386 2.40324
C: -2.51988 2.13528 3.71033
C: -3.20539 1.59447 4.79852
C: -4.27388 0.72472 4.58582
C: -4.66256 0.38518 3.28273
C: -3.99022 0.95400 2.19057
H: -2.72531 1.02182 -0.51171
H: -2.94637 4.92524 1.98679
H: -4.78510 6.47926 1.31245
H: -6.11844 5.97069 -0.75845
H: -5.64555 3.88575 -2.06647
H: -3.68213 2.47803 -1.46241
H: -1.69781 2.83230 3.85789
H: -2.92350 1.87965 5.81903
H: -4.84341 0.32211 5.42348
H: -5.50653 -0.29049 3.08851
H: -4.31274 0.76505 1.15814

Atomic partial charges in e from the Löwdin method, atoms 1 to 4: 0.75, 0.74, 0.71, 0.76

> Which of these has the highest charge?

C29H48MoNP3S2